No. 1
{"formula": "C8H7F5", "method": "wB97M-V/def2-TZVPD", "species": ["C", "C", "C", "C", "F", "C", "F", "F", "H", "H", "H", "H", "H", "C", "C", "C", "F", "F", "H", "H"], "coordinates": [[-3.3726, -0.4849, -1.5993], [-2.6603, 0.3565, -0.9144], [-1.2052, 0.1831, -0.7092], [-0.9490, -0.0511, 0.7767], [-1.3572, -1.3572, 1.1317], [-0.2661, 0.7889, 1.5263], [-0.0918, 0.5300, 2.7977], [0.0932, 1.9998, 1.2047], [-4.4432, -0.3346, -1.8837], [-2.8181, -1.3489, -2.0855], [-3.1651, 1.2743, -0.6403], [-0.9919, -0.7176, -1.1828], [-0.7934, 1.1354, -1.1594], [3.9024, -0.0077, 1.4688], [3.2197, -0.4425, 0.4059], [2.4317, -0.5929, -0.5957], [1.3705, -1.4461, -0.5621], [2.6394, -0.0316, -1.7740], [4.8443, -0.4536, 1.8350], [3.6126, 1.0007, 1.9595]], "lowdin_charge": [-0.007, -0.226, -0.135, -0.157, 0.046, -0.366, 0.153, 0.165, 0.074, 0.088, 0.108, 0.079, 0.155, 0.036, -0.009, -0.379, 0.090, 0.130, 0.061, 0.096], "spin_multiplicity": 1, "relative_energy_kcal_mol": 71.45, "mol_weight_g_mol": 198.13, "e_lumo_ev": 0.686, "total_charge": 0}

No. 2
{"formula": "C19H22N2SSn", "method": "wB97M-V/def2-TZVPD", "species": ["C", "C", "H", "H", "H", "H", "H", "H", "C", "C", "C", "C", "H", "H", "H", "H", "N", "C", "C", "N", "C", "C", "C", "H", "H", "C", "H", "H", "Sn", "C", "H", "H", "H", "S", "C", "C", "C", "C", "C", "C", "H", "H", "H", "H", "H"], "coordinates": [[3.2634, 1.7412, 2.3988], [3.6503, 2.0635, 1.0012], [2.7401, 2.4379, 3.0678], [3.8022, 0.9851, 3.0461], [2.3155, 1.2448, 2.0410], [3.0875, 1.2905, 0.4863], [3.4421, 2.9429, 0.3107], [4.5641, 1.6831, 0.5395], [-1.7243, -1.9777, 1.8436], [-2.8273, -2.6549, 2.3342], [-3.6678, -3.3539, 1.4440], [-3.4052, -3.3498, 0.0711], [-1.0338, -1.4281, 2.4865], [-3.0156, -2.6317, 3.4140], [-4.5440, -3.8886, 1.8162], [-4.0075, -3.8639, -0.6656], [-1.5219, -2.0009, 0.5067], [-2.3026, -2.6415, -0.4177], [-1.8465, -2.4677, -1.7946], [-0.7527, -1.6377, -1.9193], [-0.1041, -1.3473, -3.0631], [-1.7248, -2.7290, -4.1962], [-0.5916, -1.8784, -4.2269], [0.7861, -0.7122, -3.0563], [-0.0679, -1.6504, -5.1655], [-2.3412, -3.0126, -2.9658], [-3.1863, -3.6872, -2.8725], [-2.1203, -3.1627, -5.1200], [0.1365, -1.1597, -0.2103], [1.8398, -2.4875, 0.1700], [2.4248, -2.6459, -0.7436], [1.5674, -3.4709, 0.5781], [2.4850, -1.9613, 0.8968], [-1.1150, 1.4104, -0.1396], [-0.2136, 2.7739, 0.3181], [0.3833, 3.5831, -0.6708], [1.0735, 4.7485, -0.3160], [1.1496, 5.1345, 1.0493], [0.4756, 4.3828, 2.0322], [-0.2154, 3.2133, 1.6708], [0.2607, 3.3030, -1.7091], [1.5354, 5.3985, -1.0822], [1.6576, 6.0810, 1.3259], [0.4652, 4.7450, 3.0794], [-0.7763, 2.6386, 2.4067]], "lowdin_charge": [-0.173, -0.198, 0.054, 0.086, 0.050, 0.028, 0.089, 0.055, -0.121, -0.071, -0.054, -0.004, 0.117, 0.108, 0.109, 0.108, -0.145, -0.205, -0.210, -0.146, -0.140, -0.046, -0.079, 0.119, 0.109, -0.012, 0.110, 0.108, 1.061, -0.286, -0.015, -0.011, -0.020, 0.516, -0.775, -0.142, -0.106, -0.110, -0.110, -0.133, 0.087, 0.102, 0.100, 0.104, 0.091], "spin_multiplicity": 1, "relative_energy_kcal_mol": 53.57, "mol_weight_g_mol": 429.18, "e_lumo_ev": [-0.647, -0.426], "total_charge": 0}

No. 3
{"formula": "C4H15N2O", "method": "wB97M-V/def2-TZVPD", "species": ["C", "N", "C", "C", "N", "C", "H", "H", "H", "H", "H", "H", "H", "H", "H", "H", "H", "H", "H", "H", "H", "O"], "coordinates": [[0.1207, -1.3881, 0.6165], [-1.2130, -0.8918, 0.3591], [-2.0266, -1.5839, -0.6166], [1.2261, -0.5730, -0.0969], [0.6552, 0.7443, -0.5147], [1.5259, 1.6264, -1.3220], [0.3103, -1.2534, 1.6818], [0.1654, -2.4472, 0.3841], [-1.7081, -0.5741, 1.1795], [-1.4447, -2.4038, -1.0619], [-2.9027, -2.0340, -0.1472], [-2.3148, -0.9867, -1.4866], [2.0088, -0.3061, 0.6027], [1.5756, -1.0540, -1.0045], [0.3478, 1.2155, 0.3575], [-0.2467, 0.5628, -0.9574], [2.5013, 1.1562, -1.4100], [1.1206, 1.6271, -2.3297], [1.6184, 2.6103, -0.8632], [-1.1215, 2.1945, 1.8577], [0.1137, 2.0973, 2.7695], [-0.3119, 1.6615, 2.0024]], "lowdin_charge": [-0.227, -0.160, -0.146, -0.149, -0.067, -0.102, 0.097, 0.109, 0.081, 0.077, 0.077, 0.059, 0.101, 0.116, 0.075, 0.121, 0.084, 0.083, 0.067, -0.021, -0.001, -0.275], "spin_multiplicity": 2, "relative_energy_kcal_mol": 46.78, "mol_weight_g_mol": 107.18, "e_lumo_ev": [0.736, 0.517], "total_charge": 0, "s2": 0.75}